Here is C18H45F4KN2O20P3S4 as an isolated structure in a non-equilibrium geometry from the Open Molecules 2025 dataset. Energies are from ωB97M-V/def2-TZVPD.

```
! wB97M-V def2-TZVPD RIJCOSX def2/J DEFGRID3
* xyz -1 1
K -0.0312 0.9899 1.2221
S 0.6455 1.8413 6.0197
S -2.4287 5.3781 -0.1165
S 0.1939 -0.5074 5.8351
S -3.8055 3.6362 -0.7770
P -4.5274 -3.7438 2.5300
P 0.4802 -0.5070 -4.4658
P 5.2014 2.9500 0.4401
F 0.5091 3.0869 4.9827
F -1.7502 5.7085 1.3552
F -0.4661 -1.5778 4.8070
F -3.9418 2.0716 -0.8222
O -4.4633 -4.4549 4.0050
O 5.1223 4.5937 0.5523
O -0.1479 2.3191 7.1405
O -1.3495 5.6722 -1.0544
O 5.8946 2.7586 -1.0115
O -3.7403 -4.7987 1.5065
O -0.7178 -0.6985 6.9608
O 0.3960 0.8966 -5.1862
O 1.5577 -1.0025 5.9358
O 2.0587 1.8490 6.2273
O 3.9151 2.1597 0.5641
O -3.4965 6.3495 0.0399
O -0.5907 -1.4070 -5.3117
O 6.3382 2.5976 1.5013
O -3.6517 3.9470 -2.1732
O -5.0843 3.9039 -0.1874
O -3.9655 -2.3495 2.4883
O 0.2601 -0.4076 -3.0225
O -6.0740 -3.8735 2.0205
O 1.9289 -1.1073 -4.8969
N -0.0560 0.6745 4.9609
N -2.6435 3.6964 0.1851
C 1.6356 2.8579 -4.4387
C 6.3556 3.8863 3.5013
C 6.0140 1.4908 -1.5360
C 2.3141 -2.3468 -4.4219
C 1.5901 -3.3792 -5.2020
C 4.1471 5.3681 -0.1216
C -1.9961 -1.2270 -5.1552
C -6.3698 -3.5440 0.7222
C 3.5884 6.4148 0.8207
C -1.5763 -4.0480 0.6815
C -2.6374 -2.4809 -4.5277
C -2.3793 -5.0304 1.5511
C 6.0750 2.5443 2.9256
C -7.9119 -3.6572 0.4900
C -5.0707 -5.7317 4.2016
C 0.2663 2.1244 -4.4597
C -4.6927 -6.2147 5.6189
C 6.4115 1.5636 -2.9872
H -4.6986 -6.4790 3.5007
H 5.1138 0.9135 -1.3251
H -2.2207 -2.6584 -3.5363
H 6.5810 0.5279 -3.2814
H -2.4885 -1.0129 -6.1038
H -8.4638 -2.8677 1.0002
H 0.5402 -3.5709 -4.9807
H -6.0170 -2.5188 0.6097
H 6.7930 0.9787 -0.9713
H -1.7256 -3.0231 1.0213
H -3.6242 -6.3275 5.8022
H 6.6666 1.7816 3.4320
H 7.2567 2.2042 -3.2390
H -8.2637 -4.6686 0.6932
H -2.1229 -0.3523 -4.5173
H 5.7418 4.6487 3.0216
H 1.9946 -2.5149 -3.3935
H -2.5367 -3.3986 -5.1071
H -0.0978 1.9726 -3.4436
H 5.0049 2.4031 3.0780
H 5.9642 3.7929 4.5142
H -5.0865 -5.5724 6.4066
H -1.9754 -4.8070 2.5385
H 7.4056 4.1497 3.6286
H -8.0390 -3.5003 -0.5812
H 4.5323 5.7121 -1.0814
H 1.5025 -3.0854 -6.2480
H -0.5251 -4.3350 0.7083
H 3.4033 -2.3819 -4.4466
H -1.9927 -4.2447 -0.3064
H 2.9801 5.9246 1.5808
H -5.1843 -7.1592 5.8517
H 2.0970 -4.3395 -5.1061
H -6.1240 -5.6332 3.9389
H -0.5242 2.6804 -4.9637
H 2.2385 2.4582 -3.6233
H 3.0644 7.2248 0.3134
H 2.1630 2.6838 -5.3765
H 5.6513 2.0890 -3.5653
H 3.3497 4.7259 -0.4958
H -5.8501 -4.2482 0.0726
H -3.6935 -2.2501 -4.3883
H 4.3208 6.9919 1.3852
H 1.7234 3.9383 -4.3235
H -2.1678 -6.0874 1.3896
*
```

Values from the calculation:
Kohn-Sham gap = 0.313 hartree
HOMO level = -0.2664 hartree
Relative energy (zero: lowest compared OMol25 entry of this formula, charge and spin) = 155.2 kcal/mol
LUMO = 1.258 eV